Entry 1:
The following is a quantum chemistry calculation of the molecule C3H7NSi at a distorted geometry, from the Open Molecules 2025 dataset.

Geometry as XYZ:
```
12
Properties=species:S:1:pos:R:3:forces:R:3:lowdin_charge:R:1
C -1.3873 0.5686 -0.5230 2.5 2.5 0.0 -0.207
Si -0.1377 -0.3595 0.5967 -0.4 0.1 -1.8 0.456
C 1.6752 0.1498 0.2538 -1.1 0.2 -1.9 -0.191
C -0.7424 -1.9404 1.1246 -1.1 1.9 3.5 -0.201
N -0.7196 -0.9749 2.1323 -0.1 -2.7 -2.8 -0.085
H -1.2023 1.6257 -0.0446 -0.4 -1.3 -1.3 0.051
H -1.1413 0.6214 -1.6354 0.3 0.0 1.5 0.042
H -2.4381 0.4860 -0.5222 -1.2 -0.8 0.7 -0.011
H 2.0166 0.7082 1.1186 0.4 0.2 -0.2 0.012
H 2.2400 -0.7726 0.1252 0.2 0.0 0.3 0.012
H 1.7704 0.7116 -0.7729 -0.2 -0.7 2.2 0.068
H -1.3892 -2.8476 1.2667 1.2 0.6 -0.2 0.054
```
Forces are in eV/Å.

* maximum force: 4.14 eV/Å
* structure (SMILES): C[Si]1(C)C=N1
* energy relative to the best compared isomer or geometry (same formula, charge and spin): 1.551 eV
* electronic energy: -462.680134 hartree
* HOMO level: -8.868 eV

---

Entry 2:
The following is a quantum chemistry calculation of a cluster of 3 separate species, C28H51N4O8 in total at a distorted geometry, from the Open Molecules 2025 dataset.

Geometry as XYZ:
```
91
Properties=species:S:1:pos:R:3:forces:R:3:lowdin_charge:R:1
C -2.2779 3.5731 -8.1951 0.5 -1.4 0.9 -0.075
C -1.9488 1.9730 -8.2469 -1.6 0.9 -0.8 -0.237
O -1.6184 1.5878 -6.8848 1.9 0.1 -1.0 -0.202
C -0.1625 1.5260 -6.6912 -1.0 0.8 0.2 -0.086
C 0.1308 2.3251 -5.3402 0.2 0.8 1.4 -0.063
N -0.4116 3.6497 -5.0774 2.2 -2.3 1.8 0.119
C 0.0026 4.1366 -3.7679 2.6 -5.8 -0.3 0.070
C 0.8433 2.9605 -3.2389 -1.4 3.1 -0.7 -0.105
C 1.4737 3.0548 -1.7777 0.1 -0.2 0.1 -0.107
C 0.4812 2.5756 -0.5883 -0.1 -0.6 0.2 -0.077
C -0.9793 2.1566 -1.0757 -3.9 2.4 1.8 -0.374
O -1.9699 2.8454 -0.6790 4.3 -2.6 -1.8 0.051
O -1.2772 1.0212 -1.9000 1.7 2.0 0.2 0.027
N 0.9297 1.8747 -4.2325 -2.9 5.2 -0.7 0.058
C 1.6807 0.6075 -3.9841 -0.2 -1.7 1.2 -0.118
O 2.0162 -0.1369 -5.1638 1.1 2.4 0.6 -0.100
C 3.2095 0.3485 -5.7970 4.5 0.3 -2.0 -0.194
C 3.4086 1.7451 -6.4392 2.1 -2.1 -0.1 -0.013
C 4.7437 2.1446 -7.1423 0.1 -3.4 1.2 -0.055
C 5.9446 1.1561 -7.2439 -4.2 -1.0 2.1 -0.049
C 5.7380 -0.2574 -6.5848 -2.2 2.3 -0.2 -0.045
C 4.4088 -0.6717 -5.8715 0.8 3.5 -1.7 0.023
H -1.2630 4.0920 -8.0887 -1.4 -0.3 -0.6 0.067
H -2.8992 3.9165 -9.0871 1.0 -0.3 1.3 0.090
H -2.8158 3.7251 -7.1787 0.5 -0.2 -1.9 0.086
H -2.8895 1.3746 -8.5630 1.5 1.0 0.7 0.138
H -1.1468 1.7171 -9.0249 -0.9 0.4 1.3 0.127
H 0.3631 2.1086 -7.5395 -0.6 -1.1 1.3 0.142
H 0.1007 0.4169 -6.6638 0.3 1.8 0.3 0.151
H -1.0058 4.1914 -5.7346 0.6 -1.0 0.5 0.149
H -0.2147 5.1042 -3.2139 0.1 -1.5 -1.3 0.151
H 2.4523 2.4710 -1.6444 -1.4 0.9 -0.6 0.118
H 1.7282 4.1608 -1.5463 -0.4 -1.8 -0.8 0.134
H 0.9642 1.7258 0.0237 -0.9 1.2 -1.1 0.126
H 0.3503 3.4525 0.1548 -0.1 -1.6 -1.4 0.135
H -1.7288 1.3842 -2.6964 -0.1 -0.4 1.0 0.116
H 2.5777 0.8627 -3.3131 -1.1 -0.2 -1.4 0.162
H 0.9888 -0.0628 -3.3422 1.0 1.0 -1.2 0.171
H 2.5682 2.5130 -6.4355 1.3 -1.2 0.0 0.076
H 4.8334 3.1708 -7.6309 -0.3 -1.6 0.9 0.093
H 6.9057 1.4456 -7.7908 -1.6 -0.5 1.0 0.098
H 6.6188 -0.9943 -6.6849 -1.8 1.2 0.4 0.100
H 4.3539 -1.7161 -5.4237 -0.2 1.7 -0.7 0.104
C 2.1744 -0.6208 6.3531 -0.2 -0.2 0.0 -0.105
O 0.7638 -0.4924 6.4253 0.4 0.4 0.3 -0.220
C 0.3288 0.6962 7.0968 -0.6 0.0 -0.2 -0.189
C -0.2613 1.7022 6.1060 0.5 -0.2 0.0 -0.197
N 0.7763 2.2844 5.2484 -0.3 -0.1 0.0 -0.052
C 0.2584 3.0188 4.0919 0.2 -0.3 0.0 -0.194
C -0.6132 2.2521 3.0844 0.1 0.5 -0.2 -0.209
O 0.0897 1.2699 2.3278 -0.2 0.1 0.1 -0.207
C 0.2867 0.0373 3.0044 0.2 -0.1 -0.3 -0.084
H 2.4046 -1.6447 6.0508 -0.1 0.1 0.0 0.090
H 2.5958 0.0544 5.6038 0.2 0.1 0.1 0.072
H 2.6435 -0.4375 7.3245 0.0 0.1 -0.1 0.091
H 1.1239 1.1402 7.7032 0.1 0.0 -0.2 0.122
H -0.4680 0.3839 7.7792 0.0 0.1 0.0 0.124
H -0.7570 2.5051 6.6615 0.0 0.0 0.0 0.125
H -1.0188 1.1758 5.5161 -0.2 -0.1 0.2 0.101
H 1.3799 1.5444 4.9117 -0.1 0.1 0.1 0.062
H 1.1330 3.4024 3.5553 -0.1 0.0 0.0 0.116
H -0.2936 3.8946 4.4510 -0.1 -0.1 0.0 0.119
H -0.9739 2.9821 2.3514 0.0 -0.1 0.0 0.111
H -1.5119 1.8229 3.5386 0.1 -0.1 0.1 0.118
H -0.5500 -0.2196 3.6572 0.0 0.1 0.0 0.077
H 1.2244 0.0639 3.5630 -0.1 -0.1 0.2 0.075
H 0.3876 -0.7495 2.2525 -0.1 0.1 0.0 0.088
C -4.4422 -6.1318 3.0082 -0.1 0.0 0.3 -0.115
O -3.8010 -6.2656 4.2658 0.2 -0.2 -0.5 -0.194
C -2.4860 -6.8263 4.1837 0.1 0.2 0.6 -0.203
C -1.4176 -5.7667 4.4595 -0.3 0.0 -0.5 -0.206
N -1.3278 -4.7977 3.3638 0.1 -0.1 0.2 -0.054
C -0.5502 -3.5984 3.6837 -0.4 0.0 -0.1 -0.193
C -1.0194 -2.7252 4.8588 0.4 0.3 -0.3 -0.219
O -2.2470 -2.0397 4.6281 0.2 -0.3 0.2 -0.187
C -3.4117 -2.8257 4.8305 -0.1 0.4 -0.2 -0.091
H -5.4998 -5.9303 3.1890 0.1 0.0 0.1 0.091
H -4.0312 -5.2924 2.4413 0.0 0.0 -0.2 0.070
H -4.3651 -7.0512 2.4196 0.1 0.1 0.0 0.088
H -2.3160 -7.3371 3.2311 -0.1 0.2 -0.1 0.120
H -2.4289 -7.5808 4.9748 0.0 0.0 -0.1 0.121
H -0.4469 -6.2587 4.5818 0.0 0.0 0.0 0.122
H -1.6754 -5.2785 5.4048 0.0 -0.2 0.1 0.099
H -2.2621 -4.5107 3.0995 0.1 -0.1 0.0 0.062
H -0.5592 -2.9782 2.7809 0.0 0.0 0.1 0.106
H 0.4931 -3.8914 3.8488 -0.1 0.0 0.1 0.118
H -0.2684 -1.9398 4.9940 -0.2 -0.1 0.0 0.084
H -1.0500 -3.2696 5.8083 -0.1 -0.1 0.0 0.117
H -3.2940 -3.5459 5.6431 0.1 -0.1 -0.1 0.091
H -3.6908 -3.3276 3.9021 -0.1 -0.2 0.1 0.068
H -4.2331 -2.1524 5.0868 0.1 0.0 0.0 0.090
```
Forces are in eV/Å.

* total charge: +1
* maximum force: 6.36 eV/Å
* electronic energy: -1917.808403 hartree
* HOMO level: -9.844 eV

---

Entry 3:
The following is a quantum chemistry calculation of a structure of composition C49H38Cl2FeGeN2OS4, from the Open Molecules 2025 dataset.

Geometry as XYZ:
```
98
Properties=species:S:1:pos:R:3:forces:R:3:lowdin_charge:R:1
Fe -1.2153 0.1998 0.7254 0.3 0.4 -0.1 0.618
S -0.3400 -2.1958 4.6925 -0.1 0.0 -0.1 0.982
C 1.1868 -2.3614 3.9412 0.1 0.0 0.0 -0.419
C 1.4317 -1.4129 3.0096 -0.2 0.0 0.0 -0.134
C 0.3570 -0.4556 2.8602 0.1 0.0 0.3 -0.360
C -0.7222 -0.8274 3.6805 -0.1 0.1 -0.1 -0.443
C -2.0861 -0.3495 3.6246 0.1 0.0 0.2 -0.280
C -3.0271 -0.7014 4.6122 -0.1 0.1 -0.1 -0.052
C -4.3271 -0.2718 4.4963 0.0 0.0 0.0 -0.076
C -4.7060 0.5074 3.4010 0.1 -0.1 0.1 -0.071
C -3.7369 0.7986 2.4651 -0.1 0.0 0.0 -0.138
N -2.4726 0.3923 2.5681 0.1 -0.1 -0.1 0.051
H 1.8579 -3.1395 4.2633 0.1 -0.1 0.0 0.060
H 2.3576 -1.3418 2.4616 0.0 0.0 0.1 0.085
H -2.7180 -1.3035 5.4541 0.0 0.0 0.1 0.080
H -5.0503 -0.5392 5.2564 0.0 0.0 0.0 0.101
H -5.7138 0.8714 3.2733 -0.1 0.0 0.0 0.095
H -3.9730 1.3634 1.5710 0.0 0.0 0.0 0.099
N 0.1987 -0.4070 -0.6554 0.0 0.0 0.8 0.040
C -0.0601 -1.0702 -1.6707 -0.2 0.0 -0.5 -0.436
C 1.0412 -1.5409 -2.5824 0.1 -0.1 0.0 -0.184
C 1.8068 -0.6080 -3.2688 0.0 0.2 0.0 -0.020
C 2.8906 -1.0075 -4.0338 0.0 0.0 0.0 -0.080
C 3.2305 -2.3501 -4.1165 0.0 0.0 0.0 -0.108
C 2.4796 -3.2884 -3.4226 0.1 0.0 0.0 -0.098
C 1.3917 -2.8844 -2.6648 0.0 0.0 0.0 -0.049
H 1.5594 0.4457 -3.1810 0.0 -0.1 0.0 0.100
H 3.4784 -0.2647 -4.5562 0.0 0.0 0.0 0.097
H 4.0819 -2.6616 -4.7072 0.0 0.0 0.0 0.090
H 2.7443 -4.3367 -3.4667 0.0 -0.1 0.0 0.093
H 0.8217 -3.6201 -2.1133 0.0 0.0 0.0 0.099
Cl -3.9380 4.3292 -0.5622 0.0 0.0 0.0 0.503
C -2.5636 3.2441 -0.8525 0.1 0.0 -0.2 -0.957
Cl -1.6053 2.9913 0.6158 -0.2 0.2 0.2 0.665
H -1.9143 3.6968 -1.5969 -0.1 0.0 0.1 0.020
H -2.9275 2.2663 -1.1609 0.0 0.0 0.0 -0.008
C 0.3875 0.7472 2.0743 0.0 -0.1 -0.4 -0.335
Ge 1.8375 1.3398 0.9295 0.3 0.2 0.5 0.981
C 1.6219 2.3934 -0.7368 -0.1 -0.1 0.0 -0.251
C 2.7005 3.2120 -1.0640 0.1 0.0 0.0 -0.118
C 2.7354 3.9381 -2.2474 0.0 0.0 0.0 -0.095
C 1.6760 3.8679 -3.1367 0.0 0.0 0.0 -0.102
C 0.5883 3.0624 -2.8280 0.0 0.1 0.0 -0.107
C 0.5671 2.3371 -1.6472 -0.1 0.0 0.1 -0.173
C 3.3702 0.1516 0.5718 -0.1 -0.1 -0.1 -0.251
C 4.6672 0.6575 0.6244 0.0 0.1 0.0 -0.119
C 5.7628 -0.1228 0.2817 0.1 0.0 0.0 -0.100
C 5.5817 -1.4362 -0.1195 0.0 0.0 0.0 -0.105
C 4.2989 -1.9614 -0.1740 0.0 0.0 0.0 -0.085
C 3.2099 -1.1726 0.1642 0.0 0.0 -0.1 -0.124
C 2.5966 2.7381 2.1536 0.0 -0.1 -0.1 -0.267
C 3.4098 2.3614 3.2231 0.0 0.0 0.0 -0.117
C 3.8015 3.2687 4.1960 0.0 0.0 0.0 -0.103
C 3.3714 4.5861 4.1303 0.0 0.0 0.0 -0.116
C 2.5499 4.9807 3.0862 0.0 0.0 0.0 -0.102
C 2.1724 4.0644 2.1130 0.0 0.0 -0.1 -0.114
H -0.0474 1.5863 2.6173 -0.1 0.0 -0.1 0.049
H 3.5436 3.2905 -0.3882 0.0 0.0 0.1 0.091
H 3.5949 4.5573 -2.4719 0.0 0.0 0.0 0.094
H 1.6976 4.4289 -4.0619 0.0 0.0 0.0 0.093
H -0.2446 2.9779 -3.5160 0.0 0.0 0.0 0.096
H -0.2871 1.7057 -1.4415 0.1 -0.1 -0.1 0.045
H 4.8360 1.6807 0.9414 0.0 0.0 0.0 0.088
H 6.7592 0.2992 0.3266 0.0 0.0 0.0 0.093
H 6.4341 -2.0453 -0.3943 0.0 0.0 0.0 0.092
H 4.1380 -2.9801 -0.5017 0.0 -0.1 0.0 0.097
H 2.2134 -1.5801 0.0943 -0.1 0.0 -0.1 0.076
H 3.7448 1.3333 3.3050 0.0 -0.1 0.0 0.098
H 4.4382 2.9460 5.0114 0.0 0.0 0.0 0.094
H 3.6704 5.2978 4.8900 0.0 0.0 0.0 0.090
H 2.2002 6.0040 3.0279 0.0 0.0 0.0 0.094
H 1.5340 4.3979 1.3031 0.0 0.0 -0.1 0.092
O -2.5662 0.2897 -0.7523 0.2 0.1 0.5 -0.371
C -2.6052 -1.0452 -1.1078 0.0 -0.3 0.1 -0.595
C -2.4276 -1.9811 0.1335 -0.2 -0.3 -0.3 -0.431
C -3.4572 -2.2996 0.9818 0.1 0.1 0.0 -0.127
C -3.1297 -3.2708 1.9542 0.1 0.0 -0.1 -0.170
C -1.8476 -3.7154 1.8158 -0.1 0.0 0.1 -0.411
S -1.0327 -2.9267 0.5517 0.0 0.1 -0.1 1.084
C -1.5200 -1.3467 -2.1977 0.0 -0.1 -0.1 -0.491
C -1.6630 -2.6749 -2.8677 0.0 0.0 0.0 -0.132
C -1.8759 -2.6378 -4.2183 0.0 0.1 0.0 -0.183
C -1.9441 -1.3565 -4.7527 0.0 -0.1 0.0 -0.386
S -1.7778 -0.1289 -3.5558 0.0 0.1 0.0 1.035
C -3.9882 -1.3204 -1.6564 -0.2 0.0 -0.1 -0.481
C -4.6135 -2.4686 -2.0390 0.1 0.0 0.0 -0.128
C -5.9453 -2.2530 -2.4720 -0.1 0.1 0.0 -0.189
C -6.3030 -0.9390 -2.3951 0.0 -0.1 0.0 -0.429
S -5.0349 0.0310 -1.7928 0.0 0.0 0.0 1.064
H -4.4282 -1.8366 0.8951 -0.1 0.0 0.0 0.124
H -3.8029 -3.6067 2.7256 -0.1 0.0 0.1 0.101
H -1.3198 -4.4111 2.4434 0.1 -0.1 0.1 0.059
H -1.5893 -3.5863 -2.2968 0.0 -0.1 0.1 0.100
H -1.9808 -3.5239 -4.8277 0.0 -0.1 0.0 0.102
H -2.1047 -1.0973 -5.7841 0.0 0.0 -0.1 0.050
H -4.1423 -3.4371 -2.0036 0.0 -0.1 0.0 0.114
H -6.6023 -3.0357 -2.8178 -0.1 -0.1 0.0 0.091
H -7.2483 -0.5013 -2.6597 -0.1 0.1 0.0 0.050
```
Forces are in eV/Å.

* total charge: -1
* ⟨S²⟩: 8.81
* maximum force: 0.75 eV/Å
* energy relative to the best compared isomer or geometry (same formula, charge and spin): 0.986 eV
* multiplicity: 6
* electronic energy: -7928.548305 hartree
* HOMO level (spin up / spin down): -3.353 / -4.375 eV

---

Entry 4:
The following is a quantum chemistry calculation of a structure of composition C15H24N4O2S at a distorted geometry, from the Open Molecules 2025 dataset.

Geometry as XYZ:
```
46
Properties=species:S:1:pos:R:3:forces:R:3:lowdin_charge:R:1
C -3.7958 -2.7783 0.9945 -1.4 -2.2 -7.5 -0.073
N -2.9971 -1.8322 0.0734 -5.1 1.5 1.0 -0.212
C -3.6187 -0.4237 0.0895 -7.6 -4.7 4.0 -0.220
C -3.0224 0.3896 -0.8948 -2.9 6.3 4.7 -0.223
N -1.6578 0.3566 -0.6500 2.9 9.6 2.2 -0.048
C -1.1987 1.6409 -0.1440 -0.4 1.3 -1.4 -0.165
N -1.9790 2.6589 -0.4016 0.0 3.5 -1.7 0.080
C -1.4657 4.0343 -0.5575 1.8 -4.5 3.7 -0.032
C -0.2495 4.3512 -0.0152 0.4 -3.3 -0.3 -0.005
C 0.5908 3.2181 0.5509 1.8 14.4 -1.1 -0.087
C 0.0400 2.1609 0.4654 -4.0 -14.9 -0.4 -0.294
S 0.9747 0.8963 1.2927 4.0 -4.0 6.5 0.956
O 0.2446 -0.2692 2.0150 1.2 4.6 -1.8 -0.383
O 2.0676 1.6337 2.1919 -4.0 -2.3 -3.4 -0.377
N 1.8912 -0.1510 0.1103 -5.2 -2.7 7.0 -0.267
C 2.7395 0.6417 -0.4225 7.4 3.5 -6.1 -0.313
C 3.4352 -0.3309 -1.6237 -2.1 7.2 -0.9 -0.188
C 4.0771 -1.4410 -1.0174 10.0 4.5 -9.2 -0.359
C 3.2508 -2.0673 -0.2830 -9.3 -8.1 10.4 -0.241
C 2.5455 -1.2151 0.9783 1.6 0.9 -4.8 -0.061
H 1.7839 -1.7823 1.3786 -1.2 -1.3 1.0 0.075
H 3.2606 -0.8093 1.6764 0.2 0.3 0.3 0.120
H 3.6477 -2.9026 0.3085 0.3 -0.2 -0.3 0.123
H 2.2642 -2.5087 -0.6555 1.6 0.7 -0.6 0.158
H 4.4897 -1.8481 -2.1466 -0.6 -0.5 3.3 0.201
H 5.0487 -1.0358 -0.5079 -1.6 -0.9 -0.6 0.175
H 4.1006 0.2573 -2.2611 0.6 0.4 0.6 0.104
H 2.6269 -0.3355 -2.3617 -0.4 -1.6 0.4 0.117
H 2.1565 1.4762 -0.8390 0.9 0.2 -0.5 0.119
H 3.6456 1.0364 0.1609 -1.3 -0.4 -0.1 0.148
H 1.5007 3.5338 1.0194 0.3 -0.7 0.3 0.131
H 0.1204 5.3172 0.0244 0.6 1.7 -0.1 0.072
H -2.0997 4.8245 -0.7417 -1.9 1.0 -1.0 0.075
C -1.0608 -0.8822 -0.5318 4.4 4.3 0.7 -0.257
H -0.0207 -0.7330 -0.2464 -0.1 -0.2 -0.7 0.099
C -1.7073 -1.5066 0.4866 0.0 -10.7 5.4 -0.298
H -1.2640 -2.6916 0.2037 -0.1 2.4 1.9 0.192
H -1.6197 -1.3178 1.7439 0.2 0.1 -4.0 0.198
H -1.1462 -1.1116 -1.5122 0.0 -3.0 -2.9 0.127
H -3.6446 1.5404 -0.7582 2.6 -3.6 -1.2 0.224
H -3.0679 -0.0765 -1.7164 -1.7 -2.9 -7.0 0.062
H -4.9658 -0.5503 0.0698 3.6 0.1 -1.3 0.178
H -3.8307 -0.1145 1.1578 1.8 0.5 -0.7 0.119
H -3.4171 -3.8924 0.8358 -0.5 2.4 0.2 0.103
H -4.9837 -2.7997 0.4991 3.5 0.3 2.0 0.147
H -3.6898 -2.5607 1.9616 -0.1 1.2 4.0 -0.001
```
Forces are in eV/Å.

* maximum force: 16.10 eV/Å
* energy relative to the best compared isomer or geometry (same formula, charge and spin): 18.798 eV
* electronic energy: -1353.064333 hartree
* HOMO level: -8.443 eV

---

Entry 5:
The following is a quantum chemistry calculation of the molecule C6H11NO2 at a distorted geometry, from the Open Molecules 2025 dataset.

Geometry as XYZ:
```
20
Properties=species:S:1:pos:R:3:forces:R:3:lowdin_charge:R:1
C -0.8278 -0.7408 1.2733 0.0 0.1 -0.7 -0.083
C -1.9148 1.4652 -1.1948 0.2 0.1 0.1 -0.064
C 1.6867 -1.3330 1.2998 0.0 0.2 -0.4 -0.029
N -1.4552 0.1881 -0.6748 0.7 -0.6 0.9 -0.015
C 0.6799 -0.2329 0.9065 -0.4 0.7 0.6 -0.629
C 0.5066 -0.2298 -0.7821 -0.5 -0.3 0.0 -0.138
C 1.1684 0.6828 -1.5159 -0.3 0.0 0.2 0.070
O -1.6478 0.2070 0.6464 0.2 0.3 -0.3 -0.086
O 0.8948 0.9433 1.3578 -0.1 -0.5 -0.3 -0.066
H -1.0093 -1.7449 0.8857 0.0 0.0 0.0 0.126
H -0.9981 -0.6579 2.3419 0.0 0.0 0.0 0.134
H 0.3638 -1.2330 -1.1661 0.0 0.0 -0.2 0.109
H -2.9956 1.5283 -1.0425 0.1 -0.1 0.0 0.094
H -1.4358 2.3037 -0.6846 0.0 0.0 0.0 0.096
H -1.7000 1.4843 -2.2606 0.0 0.0 0.0 0.086
H 2.6952 -0.9874 1.0705 -0.1 0.0 0.0 0.086
H 1.6198 -1.4965 2.3775 0.0 0.1 0.0 0.084
H 1.5088 -2.2835 0.7919 0.0 0.0 0.0 0.074
H 1.3440 1.6720 -1.1125 0.0 0.0 0.1 0.082
H 1.5163 0.4649 -2.5175 0.1 -0.1 0.0 0.071
```
Forces are in eV/Å.

* maximum force: 1.30 eV/Å
* energy relative to the best compared isomer or geometry (same formula, charge and spin): 7.317 eV
* electronic energy: -440.218352 hartree
* HOMO level (spin up / spin down): -8.397 / -8.222 eV